1.
This record from the OMol25 dataset describes 10 unconnected molecules or ions with the total composition C19H58O10 at a distorted geometry. The level of theory is ωB97M-V/def2-TZVPD.

XYZ file:
```
87
Properties=species:S:1:pos:R:3:forces:R:3
C -1.630159 -4.035798 4.136375 -0.4157 0.1030 -0.2043
C -0.493008 -3.067138 4.118091 0.2624 -0.0764 0.1411
C 0.177083 -3.122266 2.774168 1.5396 0.7210 0.1044
O -0.923125 -1.715159 4.353451 0.4364 -0.0496 -1.0303
H -2.143104 -3.999296 5.080327 -0.4165 -0.0526 0.4582
H -1.238328 -5.029236 3.999188 0.0917 -0.4932 -0.0322
H -2.324214 -3.826149 3.327050 -0.1848 0.0360 -0.0484
H 0.170311 -3.358837 4.933065 0.4337 0.1030 -0.0451
H -0.508891 -2.856873 1.997564 -0.4536 -0.0585 -0.5306
H 0.644512 -4.073012 2.560401 -0.3726 -0.5945 0.0624
H 1.046331 -2.449415 2.667712 -0.4870 0.1745 0.2923
H -1.292334 -1.657908 5.223658 -0.3407 0.0608 0.7410
C -3.586563 2.653596 -4.053544 0.7989 1.0560 0.8500
C -2.337463 1.830570 -3.944883 0.7739 -0.9307 1.4689
C -1.620938 2.123574 -2.589779 -0.2018 1.1070 -0.3089
O -2.551165 0.403977 -3.967979 -0.1720 0.5886 -0.8461
H -3.330432 3.691967 -3.762539 -0.0876 -0.3584 -0.1421
H -4.264180 2.306842 -3.282371 -0.5431 -0.1321 -0.1430
H -3.994942 2.721856 -5.031993 -0.6556 -0.3676 -0.7574
H -1.632145 1.977164 -4.759826 -0.0418 0.2910 -0.1074
H -0.951340 1.284962 -2.471596 0.2542 -0.1245 0.5382
H -2.345676 2.226728 -1.743482 0.4581 -0.4685 -0.6431
H -1.028880 3.076838 -2.582090 -0.4296 -0.7097 -0.2395
H -3.266287 0.164919 -3.372308 -0.0558 0.0422 0.4324
C 4.301953 -1.970347 0.693728 -0.5307 -0.1901 -0.9324
C 3.717844 -1.251116 1.877995 -0.6688 -1.6335 0.4001
C 4.763807 -0.518786 2.632360 0.6305 2.5288 0.1316
O 2.686303 -0.390989 1.410984 -0.1106 1.0929 -0.0394
H 5.291217 -2.367297 0.846884 0.1941 -0.5041 0.5362
H 4.478990 -1.230180 -0.075934 -0.1384 0.3848 -0.3345
H 3.634496 -2.731628 0.252203 0.2858 0.2195 0.3436
H 3.131189 -1.911488 2.546622 0.8975 -0.3687 -0.0439
H 5.523081 -1.092135 3.158933 -0.2053 -0.4257 -0.1552
H 4.278000 0.145751 3.372544 0.2458 -0.3110 -0.1288
H 5.299461 0.183585 1.928625 -0.4277 -0.7023 0.5788
H 2.270343 -0.029052 2.224099 -0.2646 0.0416 -0.3959
C -1.971494 -4.474487 -0.662137 0.7717 0.0669 -0.6779
C -2.630489 -4.204036 -2.049198 1.4140 0.6205 1.2230
C -4.111519 -4.391659 -1.923373 -0.2152 -0.4257 0.3877
O -2.286615 -2.867672 -2.472724 -0.3441 -0.8436 -0.2289
H -0.874449 -4.282292 -0.730975 -0.7159 -0.2975 0.1000
H -2.166253 -5.502832 -0.362360 0.2528 -0.2139 -0.0739
H -2.350466 -3.863068 0.152380 -0.2913 0.4252 -0.1685
H -2.206795 -4.944221 -2.746243 -0.1353 0.2468 -0.0128
H -4.576921 -3.547942 -1.389900 0.0669 -0.2492 -0.3814
H -4.233939 -5.284217 -1.293180 -0.2375 0.2067 -0.1180
H -4.580026 -4.633286 -2.870917 -0.2661 0.4258 -0.1625
H -1.305265 -2.779584 -2.579857 -0.5716 0.0215 0.0829
C 2.036610 2.159426 -2.015516 -0.4148 -0.0545 0.4506
C 3.463246 2.340496 -1.484489 -0.0163 0.5290 -0.7238
C 3.681234 3.626329 -0.616788 0.4609 -0.7096 -1.6557
O 3.876672 1.165792 -0.851393 0.6704 -0.6300 0.3620
H 1.353804 1.939683 -1.168449 0.0492 0.4245 -0.4064
H 2.000069 1.272133 -2.649382 0.1534 -0.0772 0.0351
H 1.662243 2.981619 -2.650796 0.1577 -0.0934 0.5973
H 4.063970 2.334282 -2.400169 0.3642 0.5780 0.2253
H 3.104218 3.491240 0.279063 -0.2718 0.3474 0.4269
H 3.330328 4.458094 -1.252047 -0.0435 -0.0452 0.6674
H 4.742984 3.828336 -0.349084 -0.6952 -0.4366 -0.2527
H 3.244497 0.838101 -0.206340 -0.2725 0.1074 0.3337
C 0.246169 3.938923 1.161167 0.7482 -0.4144 -0.3980
C -0.049658 5.124120 0.280607 -0.3430 1.0077 0.0229
C -1.550805 5.410173 0.361526 -0.5669 0.2255 0.3867
O 0.715096 6.218640 0.791766 0.3608 0.0309 0.7168
H -0.070971 4.156739 2.184508 0.2243 -0.0760 -0.0649
H 1.314417 3.666175 1.095232 -0.4972 0.2623 0.3904
H -0.302912 3.080088 0.780856 -0.2038 -0.1208 0.0597
H 0.300004 4.976717 -0.748521 -0.3634 -0.4039 -0.0126
H -1.878624 6.307130 -0.196627 0.2797 -0.4368 0.1047
H -1.870038 5.558741 1.425920 0.4813 -0.0387 -0.7712
H -2.118932 4.539370 0.009225 0.0959 0.2248 -0.1520
H 0.652181 7.033035 0.283111 -0.3320 -0.3298 -0.2534
C -0.491522 -0.401047 0.646847 0.2615 0.6598 -1.5178
O 0.486617 -1.267520 0.015313 0.4778 0.8053 0.8024
H -0.926638 -0.888260 1.514316 0.0692 0.2681 0.2236
H -0.012620 0.579362 0.834438 -0.1550 -0.5214 0.5434
H -1.296156 -0.123844 -0.067449 0.3716 -0.6978 0.2415
H 1.378424 -0.987411 0.378098 -1.0071 -0.4627 -0.2339
O 1.005706 0.337393 3.613261 0.3180 0.4095 -0.2120
H 0.425282 -0.419390 3.760207 -0.3764 -0.2440 0.2007
H 0.417095 1.061061 3.361861 0.1140 -0.1456 0.0633
O 0.246649 -2.247744 -2.437605 1.8749 0.4009 0.4440
H 1.094195 -2.209227 -2.931315 -0.9947 -0.1241 0.2412
H 0.493773 -1.891388 -1.525149 -0.7295 -0.2610 -0.8324
O -3.678868 -0.787737 -1.395647 -0.1021 -0.0994 -0.3414
H -3.143655 -1.498191 -1.836381 -0.2386 0.1537 0.2827
H -4.601619 -1.034368 -1.543380 0.2641 0.0053 0.0659
```
Forces are in eV/Å.

Properties
SMILES: CC(C)O.CC(C)O.CC(C)O.CC(C)O.CC(C)O.CC(C)O.CO.O.O.O
Orbital gap in eV: 9.86
ΔE to the lowest compared entry with this formula, charge and spin in eV: 0.000
LUMO energy in eV: 0.42

=====

2.
This record from the OMol25 dataset describes 11 unconnected molecules or ions with the total composition C19H60N14O11 at a distorted geometry. The level of theory is ωB97M-V/def2-TZVPD.

XYZ file:
```
104
Properties=species:S:1:pos:R:3:forces:R:3
N -0.644930 -0.033850 -0.447533 -1.6047 0.1894 1.3627
C 0.204980 -0.440323 0.516246 0.4739 -0.5365 -0.7613
N 1.335249 -0.935208 -0.004241 1.1765 -0.5517 -0.1308
O 0.013347 -0.476438 1.743282 -0.5889 0.6860 -0.3634
H -1.568168 0.169422 -0.081177 0.0127 0.4584 -0.3318
H -0.375994 0.285338 -1.360676 0.1647 -0.0474 0.0409
H 2.037325 -1.317527 0.619236 0.1107 -0.0178 -0.0887
H 1.316495 -1.216557 -0.971280 0.2705 0.0856 -0.0169
N -0.157914 -4.168875 -1.234924 0.9481 0.0847 0.5424
C -1.382071 -4.692142 -1.026108 -1.3885 1.6191 -0.6471
N -1.618766 -5.769302 -1.816141 -0.4131 -1.9297 -0.7728
O -2.232732 -4.087182 -0.382204 0.2823 -0.9562 0.2407
H 0.391059 -4.495806 -2.007191 0.2727 0.3179 0.0538
H -0.043528 -3.234836 -0.877562 0.2281 -0.0483 -0.1397
H -2.459426 -6.320967 -1.824680 -0.3365 0.6154 0.6264
H -0.893129 -6.289648 -2.277808 0.4177 0.3718 0.2362
N -4.082054 -0.946792 -0.885197 -0.4810 0.0585 1.4286
C -5.216060 -0.720554 -1.567018 0.1263 -1.8135 -0.8345
N -4.900000 -0.585726 -2.890906 -1.2966 0.8737 -1.1176
O -6.361319 -0.838488 -1.146275 0.5452 0.8617 0.1152
H -4.201255 -1.098414 0.100754 0.6255 0.0184 -0.0301
H -3.197291 -0.911562 -1.348636 0.2075 0.0011 0.4022
H -4.025695 -0.888344 -3.272529 0.0165 0.0377 0.0138
H -5.695483 -0.500208 -3.501384 0.2169 -0.1084 -0.1346
N 4.932943 -1.702435 -0.395658 -0.0711 0.1827 0.1023
C 5.417085 -2.861516 -0.925594 -0.0948 -0.0129 -0.7183
N 5.030556 -3.928010 -0.188043 -0.1483 -1.5094 0.6151
O 6.043260 -2.991383 -1.969963 -0.1336 0.4203 0.2426
H 4.588631 -1.795456 0.544969 -0.1950 0.4957 0.1653
H 5.199540 -0.800313 -0.742841 0.2265 -0.1518 -0.0871
H 4.474754 -3.889152 0.651858 -0.0312 0.4539 -0.0871
H 5.248046 -4.850204 -0.520743 0.1911 0.1800 -0.1733
N -4.583435 -0.145654 3.093204 0.3075 -0.3042 -0.0162
C -3.333141 -0.127191 2.571512 -0.5904 1.0423 -0.9272
N -2.361672 -0.733690 3.254592 0.3733 -0.0290 0.0907
O -3.093841 0.488459 1.519308 -0.0725 -0.1341 0.4685
H -5.292283 0.378228 2.611912 -0.1799 -0.2798 0.0488
H -4.759587 -0.758418 3.867372 -0.4782 0.2741 0.0553
H -2.579063 -1.517084 3.842046 0.3889 0.0443 0.1228
H -1.460516 -0.523338 2.825951 0.1687 -0.7753 0.2277
N 2.816406 -3.726500 3.889434 0.1024 0.0483 -0.0734
C 2.418258 -2.906851 2.875621 0.3436 0.5461 -0.8475
N 1.109071 -2.657636 2.843513 -1.2496 -0.6464 0.9409
O 3.195819 -2.444824 2.027508 0.2005 -0.4818 -0.0663
H 3.763138 -4.056698 3.911491 0.0139 0.2194 0.1699
H 2.203285 -3.853980 4.671842 0.2061 -0.2875 0.1012
H 0.595787 -2.914756 3.670509 -0.1722 -0.1361 -0.1569
H 0.579793 -2.051319 2.214540 0.8477 0.3455 0.1431
N 2.013562 -3.360818 -3.560800 0.7061 1.1497 1.1653
C 0.881420 -2.714714 -3.970441 -0.3056 -0.8824 0.1057
N 0.128774 -3.525118 -4.747109 -1.4350 0.6306 -1.0056
O 0.497094 -1.601018 -3.631458 0.7972 -0.3125 0.0516
H 2.654322 -2.762378 -3.059220 0.2280 -0.2819 -0.0322
H 2.413239 -4.146055 -4.040401 -0.0694 0.1145 -0.2463
H -0.697788 -3.066455 -5.097196 -0.0825 -0.3734 -0.0050
H 0.223497 -4.511778 -4.888753 0.2862 0.0356 0.0798
C -1.453188 4.765273 -0.398837 0.3452 0.1767 0.2079
C -1.692191 3.594145 0.535639 -1.6792 -1.0523 -0.3897
C -2.488699 3.979438 1.760492 1.1014 0.9099 1.4749
O -2.461539 2.583854 -0.141016 0.2869 0.1509 -0.7513
H -0.789703 4.542336 -1.235359 0.1486 -0.1411 0.1449
H -1.033050 5.573143 0.205156 0.2508 0.0421 -0.1683
H -2.359121 5.178494 -0.844444 -0.2918 -0.3650 0.2295
H -0.786601 3.074517 0.868358 0.4065 0.5508 -0.0338
H -1.791957 4.501767 2.431106 -0.0339 0.0669 0.0896
H -2.796987 3.115396 2.348503 -0.1849 -0.1317 -0.2812
H -3.310499 4.686864 1.650810 -0.1735 -0.2987 -0.5932
H -2.624962 1.870500 0.497077 -0.2269 0.2362 -0.0358
C 3.188668 4.455300 0.267546 -0.2040 0.4657 0.6524
C 2.584522 3.064134 0.419600 -0.2785 -0.5838 -0.0055
C 2.129151 2.418834 -0.912118 -0.0876 0.7151 0.7170
O 3.472459 2.282912 1.207767 0.4707 -0.7071 -0.3317
H 2.432012 5.220721 0.085961 0.0368 -0.0633 -0.4169
H 4.018741 4.539465 -0.436890 -0.3177 -0.2888 -0.4323
H 3.654101 4.744349 1.212446 -0.2151 -0.1721 0.1924
H 1.678635 3.049121 1.031555 0.0902 0.6166 0.1453
H 2.827970 2.666084 -1.711172 -0.2314 -0.0607 -0.2270
H 1.141186 2.867401 -1.041893 0.1418 0.1831 -0.7915
H 1.922283 1.349499 -0.878798 0.4674 -0.0131 0.3412
H 4.161485 1.961188 0.615344 0.1005 -0.0263 0.1673
C -2.052376 1.086177 -4.695425 0.7411 -0.3059 -0.8899
C -1.492014 2.431598 -5.184940 -1.6124 -0.5151 0.1734
C -2.361960 3.595212 -4.701293 0.2998 -0.0009 0.6244
O -0.208003 2.566119 -4.635284 0.6408 0.8454 0.1337
H -1.435829 0.313458 -5.169263 -0.0490 -0.1396 -0.0161
H -3.075309 0.891044 -5.016198 -0.1200 0.1820 0.3376
H -1.862923 0.956015 -3.630139 -0.5089 0.2818 0.1301
H -1.488021 2.436226 -6.280642 0.2662 -0.0520 -0.0622
H -3.429067 3.552440 -4.922272 0.1036 -0.5645 -0.4062
H -2.030975 4.563066 -5.077970 0.3090 -0.0457 0.1570
H -2.314749 3.557904 -3.609709 0.1183 0.3888 0.0457
H 0.350713 1.817096 -4.859949 -0.1740 -0.1241 -0.1285
C 1.067558 -0.217527 5.366833 0.5465 -0.5526 0.3587
C 1.018768 1.299789 5.531768 -0.2451 -1.0433 -0.9912
C 2.414602 1.863419 5.396822 0.6484 0.8841 0.3472
O 0.110949 1.731236 4.503576 0.3467 0.5154 0.2719
H 1.732945 -0.447198 4.529921 -0.2464 0.0357 -0.2508
H 0.074414 -0.618851 5.164671 -0.0353 0.0459 0.0490
H 1.507846 -0.780603 6.194870 -0.1045 0.2664 0.2744
H 0.569444 1.581226 6.483655 -0.0154 0.1241 -0.0409
H 2.993946 1.560566 4.522294 -0.4613 -0.3468 -0.2111
H 3.024432 1.584505 6.260413 -0.1040 -0.0989 0.0950
H 2.429892 2.955239 5.366923 -0.2751 0.0185 0.0863
H 0.323405 1.209152 3.719494 -0.0563 0.1370 -0.1394
```
Forces are in eV/Å.

Properties
SMILES: NC(N)=O.NC(N)=O.NC(N)=O.NC(N)=O.NC(N)=O.NC(N)=O.NC(N)=O.CC(C)O.CC(C)O.CC(C)O.CC(C)O
Orbital gap in eV: 9.12
ΔE to the lowest compared entry with this formula, charge and spin in eV: 0.737
LUMO energy in eV: -0.02